C47H49F7N4O4S2 | ωB97M-V/def2-TZVPD

```
113
Properties=species:S:1:pos:R:3:lowdin_charge:R:1
C 1.32557 3.11347 -2.81271 -0.04
C 2.20579 2.59202 -1.68203 -0.38
C 2.99256 3.73705 -1.01105 -0.05
C 3.07777 1.41646 -2.10414 -0.10
C 4.34714 1.69070 -2.61301 -0.01
C 5.11292 0.70254 -3.23776 -0.03
C 4.60280 -0.58529 -3.35588 -0.03
C 3.36472 -0.91372 -2.80262 -0.13
C 2.89073 -2.34704 -3.00390 -0.41
C 3.83741 -3.35081 -2.35703 -0.06
C 2.67730 -2.63942 -4.48473 -0.05
C 2.62990 0.05604 -2.10021 -0.06
N 1.39507 -0.38133 -1.46252 0.07
N 0.41853 -0.92740 -2.24390 0.24
N -0.48479 -1.43082 -1.37256 0.06
C -1.62252 -2.20896 -1.74653 -0.10
C -1.83299 -3.46523 -1.12978 -0.11
C -0.71113 -4.18762 -0.36527 -0.37
C 0.22415 -4.91253 -1.33230 -0.04
C -1.22649 -5.12754 0.71070 -0.06
C -3.06835 -4.07601 -1.30903 -0.01
C -4.01282 -3.54333 -2.18894 -0.03
C -3.72764 -2.36886 -2.88188 -0.01
C -2.53993 -1.66927 -2.65206 -0.12
C -2.26703 -0.36209 -3.40484 -0.39
C -3.41637 0.63420 -3.25141 -0.06
C -1.93083 -0.63611 -4.86683 -0.05
C -0.14167 -1.13360 -0.05471 -0.08
C -1.08931 -1.29002 1.04027 -0.10
C -2.47100 -0.96686 0.98352 0.09
C -3.33474 -1.38144 1.98393 -0.07
C -4.80995 -1.09015 1.85411 -0.49
F -5.56297 -1.85878 2.69476 0.13
F -5.13803 0.22533 2.10727 0.12
F -5.24049 -1.34439 0.56821 0.11
C -2.86436 -2.11265 3.07235 0.09
C -1.49535 -2.34996 3.16686 -0.09
C -0.96951 -3.24712 4.25372 -0.50
F 0.34067 -3.58891 4.02716 0.11
F -1.03608 -2.68026 5.49666 0.14
F -1.68582 -4.41826 4.30721 0.12
C -0.60705 -1.82304 2.25033 0.06
C 1.12531 -0.65344 -0.10848 -0.05
C 1.72857 0.22554 0.91581 -0.07
H 0.70320 2.31977 -3.23998 0.07
H 0.66736 3.90548 -2.43834 0.09
H 1.94272 3.52262 -3.61911 0.09
H 1.54610 2.21107 -0.90721 0.09
H 3.73872 3.34850 -0.30062 0.09
H 3.50087 4.36079 -1.76514 0.08
H 2.29770 4.36702 -0.43009 0.07
H 4.75007 2.69748 -2.52105 0.12
H 6.09799 0.94024 -3.64462 0.12
H 5.18575 -1.35829 -3.86974 0.12
H 1.92547 -2.44472 -2.51350 0.08
H 3.93494 -3.15019 -1.28240 0.09
H 3.45669 -4.37303 -2.48154 0.08
H 4.83376 -3.28360 -2.81412 0.08
H 1.98890 -1.90623 -4.92308 0.08
H 3.62980 -2.57515 -5.02605 0.08
H 2.25495 -3.64243 -4.62390 0.08
H -0.11621 -3.42211 0.14445 0.10
H 0.63306 -4.21017 -2.07332 0.07
H 1.06314 -5.37539 -0.79154 0.09
H -0.33302 -5.69940 -1.86388 0.10
H -1.96427 -4.61580 1.33180 0.08
H -1.67842 -6.01806 0.26036 0.09
H -0.40904 -5.45423 1.36328 0.09
H -3.28461 -4.99574 -0.76800 0.12
H -4.96020 -4.05877 -2.31959 0.12
H -4.44693 -1.98351 -3.60386 0.12
H -1.37536 0.07987 -2.94690 0.10
H -3.77734 0.67888 -2.21277 0.07
H -3.06710 1.63831 -3.52636 0.09
H -4.25767 0.35875 -3.90438 0.08
H -1.11457 -1.36215 -4.94197 0.08
H -2.80511 -1.03760 -5.39365 0.09
H -1.61000 0.28953 -5.35276 0.09
H -2.86402 -0.37246 0.16568 0.13
H -3.54675 -2.51156 3.80644 0.14
H 0.46402 -1.89572 2.40061 0.13
H 1.50297 -0.15038 1.91592 0.13
H 2.79635 0.38303 0.73788 0.14
C 2.35985 2.04236 7.20627 -0.11
C 1.37241 3.03607 7.20071 -0.08
C 1.18230 3.82339 6.06157 -0.07
C 2.00582 3.63218 4.96285 -0.27
S 1.93957 4.82337 3.61413 0.56
N 0.31141 4.95929 3.48877 -0.32
F 1.08234 1.47369 0.81210 -0.02
S -0.27429 5.40048 2.00894 0.57
C -1.55472 4.26460 1.38922 -0.23
C -1.31317 3.46504 0.26053 -0.06
C -2.31626 2.60719 -0.21905 -0.10
C -3.60910 2.68294 0.31354 -0.11
C -3.88306 3.58631 1.34250 -0.08
C -2.86275 4.36760 1.88278 -0.05
O -0.99486 6.63644 2.18222 -0.32
O 0.73157 5.26727 0.96863 -0.37
O 2.50559 6.05344 4.10365 -0.31
O 2.62506 4.04957 2.58647 -0.37
C 2.95475 2.59526 4.92733 -0.07
C 3.13571 1.80007 6.06382 -0.10
H 2.51520 1.43603 8.09586 0.09
H 0.76481 3.22014 8.08854 0.10
H 0.41022 4.58556 6.01738 0.11
H -0.35532 3.52157 -0.25649 0.08
H -2.09677 1.90634 -1.02764 0.07
H -4.39938 2.05354 -0.09452 0.09
H -4.90798 3.67219 1.72679 0.11
H -3.07293 5.07696 2.67983 0.12
H 3.54101 2.42795 4.02905 0.10
H 3.88942 1.00742 6.06050 0.10
```

Frontier orbital gap: 5.42 eV
Highest occupied orbital energy: -7.498 eV
Calculated total energy: -104374.8441 eV
Strongest force on any atom: 3.0 eV/A
2S+1: 1

***

C44H43GeInN8O3 | ωB97M-V/def2-TZVPD

```
100
Properties=species:S:1:pos:R:3:lowdin_charge:R:1
In -0.07874 -0.47747 -0.10575 0.89
C 5.92066 0.79179 2.70595 -0.04
C 6.30888 1.09535 1.40297 -0.04
C 5.43118 0.94602 0.33511 0.01
C 4.15152 0.51123 0.62056 -0.11
C 2.99462 0.22590 -0.22565 -0.22
N 1.95662 -0.18940 0.54943 0.11
C 2.39565 -0.29909 1.83670 -0.21
N 1.81209 -0.90706 2.84789 0.24
C 0.72122 -1.64093 2.74286 -0.23
C 0.24658 -2.49358 3.82965 -0.11
C 0.67828 -2.66279 5.13030 0.01
C -0.01946 -3.56952 5.92100 -0.05
C -1.10010 -4.28620 5.41319 -0.05
C -1.52846 -4.11805 4.10002 0.01
C -0.84272 -3.20612 3.32196 -0.11
C -1.02766 -2.73437 1.94916 -0.25
N -2.01940 -3.14787 1.17941 0.23
C -2.08709 -2.89216 -0.10937 -0.25
N -1.14420 -2.24107 -0.85698 0.11
C -1.40306 -2.47347 -2.17291 -0.25
N -0.63564 -2.17442 -3.20370 0.22
C 0.49488 -1.50260 -3.09932 -0.25
N 1.03220 -0.93594 -1.98585 0.12
C 2.18171 -0.29553 -2.34120 -0.23
N 3.06617 0.26452 -1.54199 0.24
C 2.39594 -0.43018 -3.78136 -0.10
C 3.37032 0.05829 -4.62860 0.02
C 3.26741 -0.26986 -5.97682 -0.05
C 2.23114 -1.07096 -6.44777 -0.05
C 1.25270 -1.56530 -5.59072 0.01
C 1.34900 -1.22500 -4.25606 -0.12
C -2.66400 -3.19921 -2.29814 -0.10
C -3.38715 -3.61877 -3.39803 0.01
C -4.59413 -4.26550 -3.15766 -0.05
C -5.04259 -4.50134 -1.86024 -0.05
C -4.29772 -4.10821 -0.75364 0.01
C -3.10969 -3.44440 -0.99404 -0.09
N -0.06178 -1.82631 1.64406 0.11
C 3.76672 0.19663 1.92529 -0.11
C 4.64355 0.31963 2.98466 0.01
H 6.62888 0.91828 3.51384 0.11
H 7.31403 1.44991 1.21777 0.11
H 5.73293 1.16438 -0.68061 0.12
H 1.52249 -2.10383 5.51123 0.12
H 0.28023 -3.72182 6.94921 0.11
H -1.61727 -4.98751 6.05439 0.11
H -2.36483 -4.67708 3.70219 0.12
H 4.17583 0.67586 -4.25433 0.12
H 4.00423 0.10695 -6.67340 0.11
H 2.18586 -1.31179 -7.50145 0.11
H 0.44562 -2.18907 -5.95083 0.12
H -3.01922 -3.44809 -4.40094 0.12
H -5.19802 -4.59322 -3.99333 0.11
H -5.99034 -5.00159 -1.71198 0.11
H -4.63123 -4.30589 0.25628 0.12
H 4.33651 0.06430 3.99013 0.12
C 2.90669 3.62948 1.58034 -0.03
C 1.49302 3.87934 1.06315 -0.71
C 1.56064 4.60917 -0.27992 -0.04
C 0.74142 4.73112 2.09199 -0.06
O 0.84899 2.61394 0.89383 -0.32
Ge -0.93643 2.61021 0.47388 1.08
O -0.82748 1.35148 -1.13046 -0.37
C -1.47916 1.68493 -2.37183 -0.65
C -2.56964 0.65864 -2.68863 -0.01
C -2.15351 3.05803 -2.25291 -0.09
C -0.44106 1.76298 -3.49642 0.00
O -1.29364 0.92089 1.39611 -0.36
C -2.47890 0.86443 2.21137 -0.67
C -2.25344 -0.01986 3.43849 -0.01
C -3.63855 0.32340 1.37495 -0.01
C -2.83614 2.27002 2.71762 -0.08
H 3.39173 4.57523 1.82515 0.09
H 2.86379 3.01185 2.47818 0.09
H 3.49781 3.11762 0.82287 0.07
H 2.11564 5.54356 -0.18972 0.09
H 2.05197 3.97336 -1.01970 0.08
H 0.55152 4.83404 -0.63595 0.06
H 1.25910 5.67621 2.25768 0.09
H -0.27227 4.94740 1.74770 0.05
H 0.67898 4.19466 3.04102 0.09
H -3.13142 0.42655 -1.78001 0.09
H -3.26285 1.06096 -3.42743 0.10
H -2.14974 -0.25661 -3.09572 0.06
H -2.91064 3.04886 -1.46783 0.07
H -1.41767 3.83065 -2.02355 0.07
H -2.63562 3.30686 -3.19766 0.09
H -0.20275 0.77912 -3.89470 0.06
H -0.81715 2.36904 -4.32083 0.10
H 0.47340 2.22361 -3.11792 0.10
H -2.39422 -1.06760 3.19504 0.07
H -1.24853 0.13408 3.83318 0.10
H -2.97180 0.23246 4.21740 0.09
H -3.39045 -0.66369 0.97850 0.07
H -4.53840 0.23505 1.98515 0.10
H -3.83972 0.99512 0.53748 0.08
H -1.96369 2.73327 3.18471 0.09
H -3.17920 2.90905 1.90409 0.05
H -3.63176 2.20465 3.45877 0.09
```

Frontier orbital gap (spin up / spin down): 4.91 / 4.70 eV
ΔE to the lowest compared entry with this formula, charge and spin: 0.0 kcal per mole
Highest occupied orbital energy (spin up / spin down): -9.505 / -10.053 eV
Calculated total energy: -126078.5390 eV
Charge: +1
Strongest force on any atom: 1.1 eV/A
2S+1: 2

***

C35H35N4O4SiSm | ωB97M-V/def2-TZVPD

```
80
Properties=species:S:1:pos:R:3:lowdin_charge:R:1
Sm -0.36162 1.76984 0.47247 1.71
O 3.56889 1.37079 -5.66545 -0.03
C 4.08632 1.26736 -4.53669 -0.67
O 5.19147 0.85502 -4.13832 -0.03
C 3.09936 1.58620 -3.38094 -0.07
C 1.78453 1.92056 -3.65376 0.07
C 0.92113 2.17532 -2.60720 -0.19
N 1.31046 2.07757 -1.32996 0.03
C 2.56800 1.70724 -1.05589 -0.20
C 3.49264 1.48528 -2.06077 0.07
C 2.91333 1.55028 0.38548 -0.22
C 4.07116 0.89808 0.78063 0.00
C 4.34575 0.77245 2.13048 -0.03
C 3.45950 1.30069 3.05443 -0.04
C 2.31882 1.91741 2.57981 -0.13
N 2.04585 2.04548 1.28070 0.01
C -0.50465 2.55261 -2.82245 -0.19
C -1.03764 2.72114 -4.09292 0.02
C -2.36672 3.08098 -4.22764 -0.03
C -3.14538 3.25539 -3.09403 -0.05
C -2.55551 3.03641 -1.86828 -0.12
N -1.26955 2.69345 -1.72885 -0.01
H 1.50621 1.96623 -4.69797 0.12
H 4.52654 1.22903 -1.87427 0.12
H 4.73808 0.47548 0.04181 0.12
H 5.24101 0.25759 2.45663 0.12
H 3.64024 1.23210 4.11891 0.11
H 1.58916 2.34352 3.25791 0.11
H -0.41762 2.57683 -4.96567 0.12
H -2.79324 3.22055 -5.21351 0.12
H -4.18658 3.54183 -3.15711 0.11
H -3.12658 3.12857 -0.95157 0.12
N -4.22074 1.84974 2.76462 0.20
C -2.93183 1.86469 2.41450 -0.53
O -2.53460 1.17089 1.45657 -0.11
C -2.00170 2.76226 3.18299 -0.25
C -1.03013 3.48348 2.22009 -0.32
H -4.86135 1.25108 2.27098 0.12
H -4.55523 2.40330 3.53048 0.11
H -1.42745 2.11312 3.85312 0.11
H -2.58768 3.43423 3.81736 0.10
H -0.26489 3.95587 2.84260 0.01
H -1.58390 4.32532 1.78294 0.02
C 2.62826 -2.68686 0.41826 -0.08
C 1.34208 -2.83510 -0.41033 -0.60
C 0.93782 -4.31427 -0.46916 -0.09
C 1.58730 -2.30892 -1.83540 -0.07
Si 0.03128 -1.74196 0.36428 0.48
O 0.51053 -0.19560 0.37624 -0.47
C -0.36390 -2.24126 2.14814 -0.19
C -0.18353 -1.29668 3.16710 -0.10
C -0.45479 -1.59222 4.49806 -0.09
C -0.91883 -2.85329 4.84568 -0.10
C -1.10753 -3.81090 3.85794 -0.09
C -0.82907 -3.50712 2.52989 -0.09
C -1.57863 -1.80636 -0.62753 -0.19
C -1.93805 -0.66981 -1.36075 -0.11
C -3.09948 -0.61354 -2.11920 -0.07
C -3.93996 -1.71643 -2.16174 -0.09
C -3.61134 -2.86066 -1.44381 -0.08
C -2.44654 -2.90201 -0.68620 -0.08
H 3.45089 -3.23379 -0.05914 0.09
H 2.50075 -3.08090 1.43289 0.08
H 2.92341 -1.63585 0.50203 0.06
H 1.73049 -4.89731 -0.95352 0.09
H 0.01962 -4.46135 -1.04919 0.07
H 0.78602 -4.73422 0.53078 0.07
H 2.42310 -2.84511 -2.30006 0.09
H 1.83857 -1.24092 -1.83417 0.07
H 0.70556 -2.44512 -2.47076 0.08
H 0.19853 -0.31853 2.91200 0.07
H -0.29425 -0.84450 5.26730 0.10
H -1.12608 -3.09251 5.88168 0.10
H -1.47082 -4.79740 4.12224 0.10
H -0.98208 -4.27552 1.77809 0.08
H -1.25533 0.17022 -1.37746 0.04
H -3.34370 0.28056 -2.68201 0.09
H -4.84338 -1.69046 -2.75904 0.10
H -4.26410 -3.72507 -1.47773 0.10
H -2.21669 -3.80447 -0.12766 0.09
```

Frontier orbital gap (spin up / spin down): 6.89 / 6.91 eV
Highest occupied orbital energy (spin up / spin down): -7.804 / -7.804 eV
Calculated total energy: -76800.5004 eV
Strongest force on any atom: 0.7 eV/A
2S+1: 6

***

C7H9N2O4 | ωB97M-V/def2-TZVPD

```
22
Properties=species:S:1:pos:R:3:lowdin_charge:R:1
C -1.02751 -2.17184 0.42746 -0.06
C -1.02631 -0.60223 0.49751 -0.13
C 0.01353 -0.01674 -0.43157 -0.32
C 0.02552 -0.59797 -1.84099 -0.51
O -0.74094 -0.24546 -2.72233 0.08
O 0.92392 -1.52223 -1.93204 0.10
N 1.25779 -0.54554 0.15764 0.04
C 1.94175 0.45173 0.53350 -0.23
N 1.46432 1.62761 0.21504 0.04
C 0.11930 1.52492 -0.32494 -0.08
C -0.93268 2.25160 0.80434 -0.68
O -0.26922 2.93809 1.57214 -0.05
O -2.11125 1.94715 0.75024 -0.02
H -0.97155 -2.64114 -0.62409 0.10
H -1.93745 -2.53870 0.65536 0.01
H -0.23083 -2.63969 0.94616 0.05
H -0.83442 -0.44899 1.49935 0.10
H -1.91182 -0.21915 0.27588 0.06
H 1.42528 -1.57886 -1.07401 0.09
H 2.97492 0.45396 1.07307 0.16
H 1.79562 2.45691 0.70842 0.14
H 0.05201 2.11658 -1.16614 0.11
```

Frontier orbital gap: 7.69 eV
ΔE to the lowest compared entry with this formula, charge and spin: 12.5 kcal per mole
Highest occupied orbital energy: -4.214 eV
Calculated total energy: -18576.2933 eV
Charge: -1
SMILES string: CC[C@]1(C(=O)O)N=CN[C@@H]1C(=O)[O-]
Strongest force on any atom: 5.0 eV/A
2S+1: 1